1.
One molecule with the formula CH2N2O3 at a distorted geometry. Source: the Open Molecules 2025 dataset; level of theory: ωB97M-V with the def2-TZVPD basis set.

Kohn-Sham gap, eV: 10.383
Relative energy (zero: lowest compared OMol25 entry of this formula, charge and spin), kJ/mol: 487.2
SMILES: O=[N+]([O-])N1CO1
HOMO, eV: -10.36
E_LUMO, eV: 0.02
Spin multiplicity: 1

Structure (XYZ):
```
8
Properties=species:S:1:pos:R:3:forces:R:3
O -2.170 0.554 0.506 -0.1858 -0.9595 -0.3680
N -1.373 -0.252 0.108 2.7457 0.5148 1.5989
O -1.323 -1.459 0.081 -1.2571 0.2746 -0.0558
N -0.169 0.327 -0.479 -0.6109 -0.3402 -4.1190
C 1.194 0.078 -0.141 -0.5351 -1.8318 1.4932
O 0.568 1.306 0.118 0.1128 1.3391 2.2200
H 1.254 -0.719 0.670 0.4363 1.5050 -0.6744
H 2.018 0.164 -0.861 -0.7060 -0.5020 -0.0948
```
Positions in Å, forces in eV/Å.

***

2.
A 2-piece molecular cluster, C5H7NO2 overall at a distorted geometry. Source: the Open Molecules 2025 dataset; level of theory: ωB97M-V with the def2-TZVPD basis set.

Kohn-Sham gap, eV: 10.353
Relative energy (zero: lowest compared OMol25 entry of this formula, charge and spin), kJ/mol: 263.5
SMILES: CC(=O)O.C=CC#N
HOMO, eV: -9.83
E_LUMO, eV: 0.52
Spin multiplicity: 1

Structure (XYZ):
```
15
Properties=species:S:1:pos:R:3:forces:R:3
C -1.558 -1.205 0.276 -0.0995 -0.4865 -0.8198
C -0.950 -0.029 0.945 1.5386 0.5758 3.8411
O -1.454 0.982 1.322 0.6243 -1.1224 -1.1036
O 0.521 -0.348 1.548 -3.4438 -0.8622 -0.6174
H -1.447 -2.134 0.842 0.4000 0.3376 0.0795
H -1.112 -1.340 -0.708 0.1974 -0.1390 0.0644
H -2.629 -1.075 0.106 0.1803 0.4694 0.2040
H 0.619 0.120 2.402 -0.4435 0.1180 -0.6217
C 0.592 0.674 -1.847 -0.1113 -0.2434 1.2681
C 1.377 0.309 -0.821 0.6183 -0.2902 -0.3288
C 1.633 1.030 0.437 0.8907 3.8687 -1.6804
N 1.965 2.045 0.939 -0.6285 -2.5523 -0.2999
H -0.142 1.466 -1.742 0.2807 0.1918 -0.1619
H 0.568 0.068 -2.748 0.0733 0.1176 0.1350
H 2.016 -0.561 -0.952 -0.0770 0.0172 0.0415
```
Positions in Å, forces in eV/Å.

***

3.
One molecule with the formula C3H6N2O at a distorted geometry. Source: the Open Molecules 2025 dataset; level of theory: ωB97M-V with the def2-TZVPD basis set.

Kohn-Sham gap, eV: 9.571
Relative energy (zero: lowest compared OMol25 entry of this formula, charge and spin), kJ/mol: 116.3
SMILES: C=CNC(N)=O
HOMO, eV: -8.81
E_LUMO, eV: 0.77
Spin multiplicity: 1

Structure (XYZ):
```
12
Properties=species:S:1:pos:R:3:forces:R:3
C -1.459 -2.112 0.574 0.0911 -1.6902 1.4718
C -0.467 -1.418 -0.037 -0.7316 -0.4994 0.4286
N -0.462 -0.008 0.230 0.5813 -0.8976 -0.1828
C 0.544 0.814 -0.258 -1.6838 0.1453 1.3098
N 0.714 1.989 0.442 1.3583 -0.1835 -1.5303
O 1.149 0.513 -1.238 1.3847 -0.1131 -1.3419
H -2.258 -1.596 1.288 1.8569 -1.1082 -1.7709
H -1.372 -3.297 0.685 -0.4625 2.8605 -0.6385
H 0.334 -1.920 -0.707 -1.4570 1.4170 1.3291
H -0.867 0.221 1.126 0.0416 -0.0007 -0.1522
H 1.350 2.621 -0.046 -0.5318 -0.1387 0.6287
H 0.147 2.303 1.187 -0.4471 0.2085 0.4486
```
Positions in Å, forces in eV/Å.

***

4.
A 14-piece molecular cluster, C7H40NO13 overall at a distorted geometry. Source: the Open Molecules 2025 dataset; level of theory: ωB97M-V with the def2-TZVPD basis set.

Kohn-Sham gap, eV: 9.006
Relative energy (zero: lowest compared OMol25 entry of this formula, charge and spin), kJ/mol: 208.6
Charge: +1
HOMO, eV: -11.24
E_LUMO, eV: -2.24
Spin multiplicity: 1

Structure (XYZ):
```
61
Properties=species:S:1:pos:R:3:forces:R:3
C -1.136 -0.593 -3.057 0.5685 -0.3103 -2.1244
C -1.310 -2.003 -2.499 -2.7272 1.1161 0.4451
C -2.217 -1.899 -1.258 1.4780 -0.3105 -0.0193
C -1.658 -1.879 -0.046 0.1985 1.2273 0.1745
C -0.215 -2.002 0.183 -0.0883 -1.0785 -1.8130
C 0.604 -1.107 0.710 -0.0398 0.4703 0.4726
C -3.671 -1.664 -1.540 -0.0050 -2.2605 -0.0343
N -0.324 0.262 -2.142 0.5797 -0.1100 -0.9441
H -1.926 -0.036 -3.543 -1.1976 0.1260 1.2306
H -0.654 -0.767 -4.049 1.0773 0.3062 0.9736
H -1.974 -2.485 -3.217 0.7689 -0.5710 -0.4563
H -0.313 -2.405 -2.395 -0.1266 -0.4986 0.0848
H -2.140 -1.316 0.730 -0.8728 -0.6820 0.5945
H 0.207 -2.870 -0.336 0.2930 0.1937 0.5697
H 1.667 -1.314 0.765 -0.1970 -0.0823 0.0504
H 0.221 -0.182 1.143 0.1348 -0.2276 0.0206
H -4.267 -2.140 -0.753 -0.0313 1.1225 0.5050
H -3.954 -0.670 -1.860 -0.1412 0.1192 0.1202
H -3.934 -2.423 -2.299 0.0772 0.7416 -0.4965
H 0.410 0.726 -2.705 0.5423 -0.2403 -0.0310
H 0.096 -0.380 -1.456 0.1431 0.4599 0.1829
H -0.789 1.012 -1.637 -0.7604 -0.5032 0.1054
H 2.507 -4.339 1.672 -0.2743 -0.0375 0.6177
H 1.183 -3.460 1.958 0.2681 -0.3779 0.5140
O 1.859 -3.722 1.332 0.1787 0.2421 -1.0690
H 3.615 0.848 -0.705 1.3634 0.7776 -0.2903
H 4.261 1.777 -1.947 0.6027 -0.0444 0.7533
O 3.553 1.240 -1.599 -1.3876 -0.3044 -0.7432
H 3.053 -0.108 0.844 0.2361 -0.3109 0.5563
H 3.920 0.720 1.771 0.0362 -0.0371 -0.0158
O 3.838 0.459 0.845 -0.5313 -0.1739 0.0771
H -0.947 2.223 2.496 -0.2122 -0.4532 -0.5286
H -1.319 3.523 2.095 -0.3864 0.5327 -0.6586
O -1.493 2.627 1.790 -0.0013 -0.2649 1.1980
H 1.182 3.559 2.601 0.1219 0.1653 0.3731
H 0.968 2.406 1.644 -0.2610 0.2581 1.0673
O 0.993 2.616 2.628 0.4676 -0.0592 -0.7998
H 2.277 0.756 -4.366 -0.1115 0.0341 -0.0559
H 2.547 1.051 -2.861 -0.1466 0.1907 -0.2044
O 1.899 1.195 -3.598 -0.0777 -0.2427 0.1325
H -1.239 -1.055 4.503 -0.0539 -0.0899 0.0821
H -0.428 0.139 5.031 0.0104 0.0253 0.2564
O -0.660 -0.338 4.232 0.0081 0.1235 -0.4102
H 1.922 1.002 3.186 -0.0451 0.0128 0.0905
H 1.134 -0.278 3.307 -0.1410 -0.2325 0.1658
O 2.027 0.039 3.131 0.2884 0.2997 -0.1446
H 2.141 -3.767 -3.175 0.0672 0.1574 0.0252
H 1.084 -4.280 -2.235 -0.0575 -0.1035 0.1856
O 1.532 -3.468 -2.489 0.1433 -0.1313 -0.2257
H -4.655 0.762 1.703 -0.1473 0.0197 0.2724
H -3.492 0.742 2.691 0.1698 0.2692 0.1724
O -4.067 0.168 2.184 -0.0538 -0.1537 -0.5081
H -0.848 3.402 -0.655 -0.0816 -0.0931 0.2423
H -1.186 4.861 -0.541 0.1385 0.1974 -0.0760
O -0.432 4.261 -0.537 -0.1574 0.0513 -0.1305
H -3.102 0.598 0.229 0.0631 -0.0197 0.2322
H -1.677 1.140 0.385 -0.1309 0.3863 0.4965
O -2.297 0.796 -0.261 0.0623 0.6011 -0.6762
H 1.828 1.566 0.238 0.0051 -0.3262 -0.0929
H 1.307 2.735 -0.517 -0.3586 0.1886 0.0912
O 0.990 2.016 0.056 0.7121 -0.0847 -0.5827
```
Positions in Å, forces in eV/Å.

***

5.
One molecule with the formula C14H14N2O2S at a distorted geometry. Source: the Open Molecules 2025 dataset; level of theory: ωB97M-V with the def2-TZVPD basis set.

Kohn-Sham gap, eV: 9.033
Relative energy (zero: lowest compared OMol25 entry of this formula, charge and spin), kJ/mol: 102.2
SMILES: CCSC1=C(C#N)[C@H](c2cccc(O)c2)CC(=O)N1
HOMO, eV: -8.81
E_LUMO, eV: 0.23
Spin multiplicity: 1

Structure (XYZ):
```
33
Properties=species:S:1:pos:R:3:forces:R:3
C 2.695 3.818 0.982 -0.1350 -0.0966 0.1106
C 2.491 2.326 0.807 -0.1222 -0.2496 0.1007
S 1.499 1.699 2.214 0.0184 -0.0279 -0.1075
C 0.708 0.244 1.614 0.6264 0.0571 -0.3571
C 1.106 -0.578 0.617 -0.9064 -0.1335 0.6001
C 2.307 -0.468 -0.089 0.6977 0.1504 -0.1663
N 3.291 -0.465 -0.684 0.2037 0.0073 -0.1550
C 0.220 -1.741 0.208 -0.1040 0.0420 0.0341
C -0.729 -1.361 -0.910 0.0174 -0.1596 -0.2112
C -0.917 -2.239 -1.969 0.0553 -0.0509 0.1045
C -1.803 -1.929 -2.986 -0.0371 0.0389 0.0148
C -2.512 -0.745 -2.963 -0.1080 0.2489 0.0686
C -2.331 0.141 -1.906 0.2110 -0.2909 0.0883
O -3.041 1.299 -1.910 -0.1397 0.1937 -0.0267
C -1.439 -0.169 -0.888 -0.1134 0.0948 -0.0620
C -0.539 -2.269 1.431 -0.0210 -0.1336 -0.0569
C -1.187 -1.178 2.248 -0.1279 -0.4765 -0.0997
O -2.226 -1.289 2.849 -0.0897 -0.0328 0.0564
N -0.460 -0.014 2.309 0.1661 0.6156 0.2998
H 1.741 4.340 1.000 -0.0305 0.0841 -0.0051
H 3.288 4.200 0.154 0.0642 0.0334 -0.0288
H 3.221 4.026 1.911 0.0676 0.1030 0.0527
H 3.440 1.794 0.793 -0.1091 0.0415 -0.1099
H 1.934 2.103 -0.103 0.0828 0.0060 -0.0060
H 0.866 -2.544 -0.166 -0.1092 0.1120 0.0860
H -0.368 -3.168 -1.998 0.0876 -0.0955 0.0026
H -1.941 -2.618 -3.805 -0.0148 -0.0493 -0.0906
H -3.207 -0.486 -3.746 -0.0849 0.0237 -0.1140
H -2.854 1.807 -1.111 0.0070 -0.1078 -0.0929
H -1.309 0.536 -0.077 0.0465 0.0801 0.0594
H -1.306 -2.984 1.129 0.0107 0.0808 0.1049
H 0.157 -2.784 2.101 -0.0125 0.0211 0.0046
H -0.795 0.699 2.944 -0.0970 -0.1300 -0.0986
```
Positions in Å, forces in eV/Å.

***

6.
A 2-piece molecular cluster, C3H7ClSi overall at a distorted geometry. Source: the Open Molecules 2025 dataset; level of theory: ωB97M-V with the def2-TZVPD basis set.

Kohn-Sham gap, eV: 7.803
Relative energy (zero: lowest compared OMol25 entry of this formula, charge and spin), kJ/mol: 371.3
HOMO, eV: -7.71
E_LUMO, eV: 0.09
Spin multiplicity: 1

Structure (XYZ):
```
12
Properties=species:S:1:pos:R:3:forces:R:3
C 1.271 0.897 -0.771 -2.1214 -1.4950 0.7844
C -0.051 1.029 -0.539 1.3147 -1.6769 2.0066
C -1.951 -0.979 -1.858 -0.7716 1.0258 3.9988
Si -1.226 -0.049 0.514 -0.7484 1.2212 -5.9778
Cl -0.498 -1.943 -2.136 -0.8221 0.1965 -0.5232
H 1.866 1.587 -1.277 0.6152 1.1140 -1.0421
H 1.738 -0.042 -0.531 0.3964 -0.0549 0.5217
H -0.568 1.832 -0.921 -0.9071 2.1358 -0.8064
H -2.043 0.033 -2.300 0.4073 -1.1124 -0.2000
H -2.941 -1.472 -1.572 1.8096 0.2355 -0.9774
H -0.693 -1.033 1.276 1.0645 -2.0415 1.6901
H -2.451 0.583 0.939 -0.2372 0.4519 0.5254
```
Positions in Å, forces in eV/Å.

***

7.
C27H45NP2PdSb as an isolated structure. Source: the Open Molecules 2025 dataset; level of theory: ωB97M-V with the def2-TZVPD basis set.

Kohn-Sham gap (spin up / spin down), eV: 7.618 / 6.087
Charge: +1
HOMO (spin up / spin down), eV: -9.49 / -10.79
E_LUMO (spin up / spin down), eV: -1.87 / -4.70
Spin multiplicity: 3
⟨S²⟩: 2.053

Structure (XYZ):
```
77
Properties=species:S:1:pos:R:3:forces:R:3
Pd -0.593 -0.086 -0.022 0.5046 -0.0435 0.2941
C -2.116 -2.226 3.085 -0.0036 0.0231 0.1083
C -0.587 -2.341 3.145 -0.1602 -0.1866 -0.0219
C -0.136 -2.370 4.606 -0.0407 0.0279 0.0380
P 0.147 -1.070 2.040 0.0963 0.4336 -0.2426
C 0.636 0.454 2.990 0.2034 -0.0863 0.1653
C -0.584 1.250 3.439 -0.0981 0.0015 0.1242
C 1.648 0.333 4.135 0.0665 -0.0366 -0.0373
C 1.806 -1.671 1.557 0.0096 -0.0883 0.1431
C 2.554 -2.546 2.327 0.0563 -0.0425 0.0835
C 3.897 -2.793 2.052 -0.0390 0.0159 0.0124
C 4.523 -2.115 1.014 -0.0620 0.0282 -0.0110
C 3.788 -1.284 0.192 -0.0424 -0.0001 0.0024
C 2.402 -1.114 0.396 -0.2121 0.1921 -0.2021
N 1.577 -0.392 -0.443 0.2698 -0.0296 -0.1583
C 1.884 -0.158 -1.775 -0.1639 -0.0256 0.3536
C 2.726 -0.991 -2.533 0.0131 0.0179 -0.0220
C 3.015 -0.688 -3.848 0.0024 -0.0055 0.0170
C 2.483 0.454 -4.429 -0.0206 0.0287 -0.0025
C 1.588 1.240 -3.711 -0.0500 0.0018 0.0128
C 1.225 0.930 -2.407 0.0044 0.0515 -0.1976
P -0.174 1.732 -1.520 -0.0931 -0.5233 -0.0740
C 0.436 3.373 -0.971 0.1169 0.1126 0.1988
C 1.163 3.219 0.371 0.0160 0.0385 -0.0104
C 1.324 4.111 -1.971 0.0568 0.0500 0.0311
C -1.534 2.010 -2.743 0.0422 0.1562 -0.1617
C -2.816 2.320 -1.960 -0.0640 0.0620 0.0037
C -1.390 3.061 -3.848 -0.0251 0.0358 0.0237
H -2.571 -3.039 3.654 0.0049 0.0142 -0.0128
H -2.494 -2.268 2.066 0.0288 -0.0127 -0.0288
H -2.454 -1.284 3.527 0.0186 -0.0231 -0.0188
H -0.300 -3.283 2.664 -0.0110 -0.0193 -0.0046
H -0.535 -1.510 5.147 0.0109 0.0012 -0.0070
H 0.942 -2.372 4.739 0.0250 0.0081 -0.0113
H -0.535 -3.266 5.085 -0.0011 0.0217 -0.0139
H 1.129 1.000 2.181 0.0014 0.0718 -0.0186
H -1.119 0.733 4.241 0.0248 0.0187 -0.0342
H -1.290 1.434 2.630 -0.0309 -0.0200 -0.1199
H -0.268 2.216 3.839 -0.0042 -0.0093 -0.0102
H 1.178 0.012 5.061 -0.0394 -0.0399 0.0165
H 2.090 1.314 4.325 -0.0494 -0.0159 -0.0306
H 2.470 -0.350 3.912 -0.0415 0.0054 -0.0392
H 2.102 -3.029 3.182 0.0146 -0.0134 -0.0139
H 4.460 -3.470 2.680 -0.0172 0.0007 -0.0108
H 5.585 -2.237 0.845 -0.0266 0.0083 -0.0031
H 4.282 -0.740 -0.600 -0.0109 0.0016 -0.0170
H 3.112 -1.900 -2.097 0.0099 -0.0059 0.0261
H 3.653 -1.347 -4.424 0.0058 0.0032 0.0104
H 2.730 0.713 -5.450 -0.0026 0.0054 0.0106
H 1.157 2.101 -4.196 0.0028 -0.0043 -0.0124
H -0.481 3.945 -0.797 -0.0142 0.0607 -0.0268
H 2.032 2.560 0.274 -0.0332 0.0000 -0.0272
H 0.508 2.806 1.138 -0.0268 0.0096 -0.0339
H 1.525 4.189 0.716 -0.0187 -0.0128 -0.0218
H 2.272 3.587 -2.111 -0.0356 -0.0207 0.0126
H 1.557 5.104 -1.579 -0.0115 -0.0223 -0.0248
H 0.863 4.242 -2.948 -0.0250 -0.0188 0.0087
H -1.634 1.018 -3.195 -0.0226 -0.0286 -0.0478
H -2.783 3.327 -1.534 0.0365 -0.0505 -0.0023
H -2.995 1.620 -1.145 0.0360 -0.0533 0.0390
H -3.675 2.292 -2.634 0.0246 -0.0099 0.0057
H -1.314 4.064 -3.426 0.0163 -0.0150 0.0048
H -2.286 3.050 -4.473 -0.0048 -0.0262 0.0462
H -0.546 2.902 -4.514 0.0166 -0.0192 0.0250
C -4.551 -1.043 -0.126 -0.1026 0.0218 0.0168
Sb -2.618 -1.479 -0.894 -0.1580 0.0839 -0.0149
C -3.140 -1.492 -2.955 -0.0345 0.0525 -0.1063
C -2.639 -3.580 -0.560 0.0527 -0.1088 0.0050
H -5.269 -1.791 -0.464 0.0280 0.0330 0.0071
H -4.861 -0.059 -0.478 -0.0216 -0.0277 0.0335
H -4.521 -1.034 0.963 -0.0210 0.0056 -0.0195
H -3.905 -2.249 -3.128 0.0260 0.0253 -0.0169
H -2.267 -1.707 -3.569 -0.0197 -0.0159 0.0009
H -3.537 -0.515 -3.234 0.0125 -0.0323 -0.0030
H -3.228 -4.057 -1.342 0.0117 -0.0153 0.0238
H -3.097 -3.793 0.406 0.0197 -0.0065 -0.0023
H -1.626 -3.980 -0.571 -0.0267 -0.0141 -0.0092
```
Positions in Å, forces in eV/Å.

***

8.
A 2-piece molecular cluster, C2H7NO overall at a distorted geometry. Source: the Open Molecules 2025 dataset; level of theory: ωB97M-V with the def2-TZVPD basis set.

Kohn-Sham gap, eV: 10.715
Relative energy (zero: lowest compared OMol25 entry of this formula, charge and spin), kJ/mol: 62.1
SMILES: CC=O.N
HOMO, eV: -9.78
E_LUMO, eV: 0.94
Spin multiplicity: 1

Structure (XYZ):
```
11
Properties=species:S:1:pos:R:3:forces:R:3
C -0.151 -1.334 0.051 0.1947 0.0182 0.1790
C -0.781 -2.633 0.410 -0.4610 -0.1028 0.2554
O -0.334 -3.721 0.170 0.1394 -0.0420 -0.2069
H 0.296 -1.005 0.976 0.1940 0.3392 0.5666
H 0.669 -1.446 -0.635 0.1234 -0.1212 -0.5108
H -0.840 -0.545 -0.233 -0.1931 -0.0974 -0.1659
H -1.703 -2.551 1.028 0.0065 0.0338 -0.1178
N 0.483 3.063 -0.341 0.8834 0.6566 -0.3996
H 1.401 2.764 -0.682 -0.1947 -0.3808 0.1634
H 0.759 3.743 0.372 -0.3065 -0.1818 0.1148
H 0.201 3.665 -1.116 -0.3860 -0.1218 0.1216
```
Positions in Å, forces in eV/Å.

***

no.,calculated total energy (Ha)
1,-374.2936
2,-399.8652
3,-302.6488
4,-1323.3113
5,-1200.0821
6,-868.0438
7,-2161.2034
8,-210.3751